Version one
CH2INS | ωB97M-V/def2-TZVPD

Each line ends with the Mulliken charge.
Element x y z (Å)
1 C -0.490 -0.493 -0.230  0.1694
2 N 0.351 0.207 0.441  -0.4724
3 S -1.572 -1.419 0.624  -0.3144
4 I 1.827 1.914 -0.975  0.1168
5 H -0.430 -0.481 -1.310  0.2638
6 H 0.314 0.272 1.451  0.2368

HOMO level (spin up / spin down) in hartree: -0.3258 / -0.3259
M in g/mol: 187.005
Charge: 0
HOMO-LUMO gap (spin up / spin down) in eV: 5.42 / 5.42

Version two
CH2INS | ωB97M-V/def2-TZVPD

Each line ends with the Mulliken charge.
Element x y z (Å)
1 C -0.672 -1.636 1.320  -0.1069
2 N -0.862 -1.206 2.405  -0.0713
3 S -0.819 -0.576 3.800  -0.1750
4 I 0.551 1.368 -0.010  -0.0735
5 H -0.979 0.758 -0.024  0.0849
6 H -0.617 -2.433 0.629  0.3418

HOMO level in hartree: -0.3229
M in g/mol: 187.005
SMILES: C#[N+][S-].I
Charge: 0
HOMO-LUMO gap in eV: 8.92

Winner for stability: version two

Version one
C3H12N2S | ωB97M-V/def2-TZVPD

Each line ends with the Mulliken charge.
Element x y z (Å)
1 C 3.011 -0.314 -1.712  -0.7962
2 S 2.652 0.073 0.145  -0.1048
3 C 2.737 1.895 0.261  -0.6866
4 H 1.978 -0.423 -2.068  0.2502
5 H 3.459 0.431 -2.379  0.2971
6 H 3.570 -1.233 -1.812  0.2847
7 H 3.175 2.292 -0.682  0.2183
8 H 3.376 2.302 1.064  0.2971
9 H 1.682 2.118 0.330  0.2355
10 N -3.646 -1.490 0.192  -0.6157
11 C -3.168 -0.197 0.689  -0.3039
12 N -1.831 -0.272 1.407  -0.6058
13 H -3.505 -2.227 0.877  0.2209
14 H -3.154 -1.864 -0.608  0.2445
15 H -4.000 0.210 1.255  0.2905
16 H -2.846 0.435 -0.138  0.3039
17 H -1.383 -1.025 0.883  0.2353
18 H -2.106 -0.710 2.295  0.2351

HOMO level in hartree: -0.3088
M in g/mol: 108.210
SMILES: CSC.NCN
Charge: 0
HOMO-LUMO gap in eV: 9.25

Version two
C3H12N2S | ωB97M-V/def2-TZVPD

Each line ends with the Mulliken charge.
Element x y z (Å)
1 C -1.257 -0.577 -3.339  -0.7979
2 S -2.588 -0.447 -1.897  -0.0853
3 C -2.222 -1.954 -0.810  -0.7776
4 H -0.528 0.191 -2.952  0.2736
5 H -1.727 -0.012 -4.139  0.2729
6 H -1.157 -1.626 -3.596  0.3061
7 H -2.526 -2.944 -1.393  0.2475
8 H -1.162 -2.178 -0.534  0.2918
9 H -2.743 -1.807 0.167  0.2682
10 N 3.047 0.380 3.418  -0.6623
11 C 3.273 1.415 2.443  -0.1756
12 N 1.951 1.762 1.797  -0.6587
13 H 3.951 -0.186 3.427  0.2520
14 H 3.115 0.674 4.361  0.2234
15 H 3.798 2.281 2.852  0.2896
16 H 3.858 1.103 1.527  0.2519
17 H 1.357 0.911 1.931  0.2655
18 H 1.430 2.444 2.439  0.2148

HOMO level in hartree: -0.3092
M in g/mol: 108.210
SMILES: CSC.NCN
Charge: 0
HOMO-LUMO gap in eV: 9.37

Winner for stability: version one

Version one
C4H11N2O | ωB97M-V/def2-TZVPD

Each line ends with the Löwdin spin population.
Element x y z (Å)
1 C 1.135 -0.317 1.039  0.1355
2 C 0.163 -1.455 0.699  0.2158
3 C -0.112 -1.634 -0.804  0.1868
4 N -1.300 -0.933 -1.267  0.0083
5 N 1.218 0.861 0.159  0.0033
6 C 0.131 1.866 0.375  0.0080
7 O -0.999 1.711 -0.322  0.0031
8 H 0.933 0.105 2.020  0.0277
9 H 2.128 -0.689 1.201  0.0705
10 H -0.791 -1.178 1.132  0.0220
11 H 0.400 -2.429 1.171  0.1696
12 H 0.701 -1.247 -1.376  0.0188
13 H -0.201 -2.698 -1.075  0.1100
14 H -1.980 -0.994 -0.514  0.0136
15 H -1.115 0.068 -1.239  0.0005
16 H 1.054 0.496 -0.769  0.0022
17 H -0.001 1.965 1.494  0.0035
18 H 0.675 2.861 0.179  0.0007

HOMO level (spin up / spin down) in hartree: 0.1654 / 0.0034
M in g/mol: 103.145
Charge: -2
Multiplicity: 2
Expectation value of S²: 0.751
HOMO-LUMO gap (spin up / spin down) in eV: 2.82 / 7.16

Version two
C4H11N2O | ωB97M-V/def2-TZVPD

Each line ends with the Löwdin spin population.
Element x y z (Å)
1 N -1.745 -1.781 0.610  0.0550
2 C -1.825 -0.614 1.580  0.4248
3 C -1.096 0.571 0.999  0.0527
4 N 0.385 0.312 0.900  0.0137
5 C 0.950 -0.042 -0.450  0.0159
6 C 1.947 0.890 -1.243  0.0012
7 O 1.536 0.989 -2.532  0.0010
8 H -1.238 -1.527 -0.230  0.0046
9 H -1.164 -2.579 1.022  0.1041
10 H -2.880 -0.414 1.688  0.1041
11 H -1.179 -0.961 2.446  0.1366
12 H -1.269 1.600 1.355  0.0259
13 H -1.440 0.686 -0.071  0.0038
14 H 0.495 -0.502 1.499  0.0436
15 H 0.025 -0.049 -1.024  0.0003
16 H 1.353 -1.042 -0.514  0.0117
17 H 1.941 1.929 -0.793  0.0001
18 H 3.001 0.538 -1.056  0.0009

HOMO level (spin up / spin down) in hartree: 0.1429 / 0.0103
M in g/mol: 103.145
Charge: -2
Multiplicity: 2
Expectation value of S²: 0.751
HOMO-LUMO gap (spin up / spin down) in eV: 3.22 / 6.84

Winner for stability: version one

Version one
CH2NOP | ωB97M-V/def2-TZVPD

Each line ends with the Mulliken charge.
Element x y z (Å)
1 C 1.537 -0.087 0.130  0.1618
2 N -0.213 0.177 -0.429  -0.3183
3 O 2.151 -1.033 -0.148  -0.2979
4 P -0.819 -1.170 0.074  0.0932
5 H 1.848 0.792 0.772  0.3040
6 H -2.327 -0.960 -0.406  0.0573

HOMO level in hartree: -0.3397
M in g/mol: 75.007
Charge: 0
HOMO-LUMO gap in eV: 8.88

Version two
CH2NOP | ωB97M-V/def2-TZVPD

Each line ends with the Mulliken charge.
Element x y z (Å)
1 C -0.576 0.555 1.245  0.5733
2 N -0.242 -0.239 0.425  -0.2613
3 O -0.789 1.271 2.132  -0.4172
4 P 0.045 -0.154 -1.264  -0.0024
5 H 1.366 0.089 -1.189  0.0482
6 H 0.196 -1.521 -1.348  0.0595

HOMO level in hartree: -0.3569
M in g/mol: 75.007
SMILES: O=C=NP
Charge: 0
HOMO-LUMO gap in eV: 10.35

Winner for stability: version two

Version one
C2H5BO | ωB97M-V/def2-TZVPD

Each line ends with the Mulliken charge.
Element x y z (Å)
1 B -0.654 -0.563 -1.815  0.3399
2 C -0.316 0.132 -0.459  -0.4401
3 C 0.681 0.204 0.952  -0.8478
4 O -1.183 -1.148 -2.714  -0.4952
5 H -0.641 1.129 -0.479  0.3303
6 H -0.792 -0.386 0.453  0.2340
7 H 0.416 0.833 1.770  0.3186
8 H 0.562 -0.867 1.227  0.2454
9 H 1.743 0.386 0.799  0.3150

HOMO level in hartree: -0.3945
M in g/mol: 55.873
SMILES: CCB=O
Charge: 0
HOMO-LUMO gap in eV: 11.18

Version two
C2H5BO | ωB97M-V/def2-TZVPD

Each line ends with the Mulliken charge.
Element x y z (Å)
1 B 0.262 1.827 0.186  -0.0502
2 C -0.108 -0.477 0.879  -0.2379
3 C -0.067 -1.540 -0.240  -0.7287
4 O 0.243 0.653 0.635  0.2774
5 H -0.844 2.219 -0.130  -0.0679
6 H 1.037 2.741 0.260  -0.0584
7 H -1.098 -1.477 -0.526  0.2851
8 H 0.584 -1.382 -1.171  0.2555
9 H -0.009 -2.564 0.107  0.3251

HOMO level in hartree: -0.3035
M in g/mol: 55.873
Charge: 0
HOMO-LUMO gap in eV: 9.01

Winner for stability: version one

Version one
C3H9N2 | ωB97M-V/def2-TZVPD

Each line ends with the Löwdin spin population.
Element x y z (Å)
1 C 0.157 0.965 1.001  0.0728
2 N 1.585 0.926 1.234  0.7777
3 H -0.317 0.173 1.593  0.0302
4 H -0.047 2.013 0.863  -0.0004
5 H 2.102 1.751 1.554  0.0150
6 H 1.888 -0.016 1.460  0.0159
7 C -1.183 -1.531 -1.520  0.0082
8 C -0.461 -1.062 -0.509  0.0079
9 N -0.342 0.417 -0.387  0.0678
10 H -1.265 -0.972 -2.439  0.0007
11 H -1.562 -2.528 -1.361  0.0018
12 H 0.163 -1.616 0.217  0.0001
13 H -1.246 0.952 -0.547  0.0016
14 H 0.316 0.734 -1.122  0.0007

HOMO level (spin up / spin down) in hartree: -0.7138 / -0.7118
M in g/mol: 73.119
Charge: +2
Multiplicity: 2
Expectation value of S²: 0.755
HOMO-LUMO gap (spin up / spin down) in eV: 11.00 / 4.85

Version two
C3H9N2 | ωB97M-V/def2-TZVPD

Each line ends with the Löwdin spin population.
Element x y z (Å)
1 C 1.483 -1.996 -0.931  0.1416
2 N 2.011 -0.970 -0.351  0.7231
3 H 2.075 -2.893 -0.704  0.0518
4 H 0.476 -2.129 -1.376  0.0362
5 H 0.988 0.782 0.202  0.0064
6 H 2.874 -0.737 -0.900  0.0203
7 C -2.303 0.672 0.373  0.0043
8 C -1.102 0.632 0.930  0.0002
9 N 0.071 1.272 0.260  0.0148
10 H -2.612 1.446 -0.337  0.0002
11 H -3.098 0.123 0.834  0.0002
12 H -0.951 0.290 1.952  0.0000
13 H -0.188 1.367 -0.727  0.0003
14 H 0.277 2.141 0.775  0.0007

HOMO level (spin up / spin down) in hartree: -0.6932 / -0.6928
M in g/mol: 73.119
Charge: +2
Multiplicity: 2
Expectation value of S²: 0.757
HOMO-LUMO gap (spin up / spin down) in eV: 7.29 / 5.63

Winner for stability: version one

Version one
C2H10N4S | ωB97M-V/def2-TZVPD

Each line ends with the Mulliken charge.
Element x y z (Å)
1 C -1.070 -0.900 0.503  0.4967
2 C -2.008 -1.218 -1.577  -0.8550
3 N 1.307 0.655 1.488  -0.3935
4 N -1.290 -0.437 -0.624  0.3465
5 N 2.739 0.699 1.232  -0.3221
6 N -0.647 0.726 -1.075  -0.6077
7 S -1.227 -1.251 1.995  -0.0210
8 H -2.109 -2.270 -1.366  0.3492
9 H -3.079 -0.929 -1.658  0.3626
10 H -1.657 -1.108 -2.576  0.3428
11 H 0.975 0.911 2.429  0.2812
12 H 3.337 1.581 1.311  0.3868
13 H 2.740 0.415 0.190  0.3904
14 H 3.057 -0.074 1.810  0.3664
15 H -0.572 0.635 -2.076  0.2878
16 H -1.135 1.529 -0.731  0.2927
17 H 0.640 1.037 0.727  0.2962

HOMO level in hartree: -0.6634
M in g/mol: 122.197
Charge: +2
HOMO-LUMO gap in eV: 8.85

Version two
C2H10N4S | ωB97M-V/def2-TZVPD

Each line ends with the Mulliken charge.
Element x y z (Å)
1 C 0.599 -0.278 -0.620  -0.3006
2 C -1.824 -0.977 -0.528  -0.8297
3 N 0.446 1.528 0.026  -0.0632
4 N -0.451 -1.011 -0.086  0.5341
5 N 1.345 1.997 0.744  -0.1035
6 N -0.329 -1.468 1.174  -0.5431
7 S 2.267 -0.708 -0.060  -0.0253
8 H 0.539 0.001 -1.748  0.5193
9 H -2.374 -0.206 -0.051  0.3395
10 H -1.704 -0.849 -1.511  0.3984
11 H -2.313 -1.984 -0.356  0.3784
12 H 0.437 1.977 -0.886  0.3261
13 H 2.137 2.624 0.552  0.2786
14 H 1.160 1.784 1.709  0.2993
15 H -0.692 -2.385 1.409  0.2829
16 H 0.112 -1.044 1.991  0.2527
17 H 2.940 -0.142 -1.108  0.2562

HOMO level (spin up / spin down) in hartree: -0.6860 / -0.6672
M in g/mol: 122.197
Charge: +2
HOMO-LUMO gap (spin up / spin down) in eV: 7.59 / 6.55

Winner for stability: version one